[1]
Computed, not measured: 17 unconnected molecules or ions with the total composition C26H29Cl48IO8S at a distorted geometry, with ωB97M-V/def2-TZVPD.

Structure (ORCA input):
```
! RIJCOSX wB97M-V def2-TZVPD def2/J DEFGRID3
* xyz 0 1
Cl 0.69 8.31 -11.07
Cl -0.91 4.96 -4.05
O 6.05 -0.06 -0.70
O 9.13 -3.70 0.27
S 7.82 -3.26 0.64
H -10.56 -9.15 3.90
Cl -1.78 5.20 6.41
H -4.57 -1.66 0.45
Cl -1.86 -3.49 5.27
H 3.93 -1.04 -0.49
Cl -0.10 5.66 -11.96
C 5.24 -1.31 1.26
Cl 0.00 2.14 -8.71
H 5.14 -0.99 2.29
H 1.27 2.63 -6.83
H 3.25 0.16 2.23
C -4.41 -1.74 1.51
H -0.29 9.91 2.02
C 1.46 2.64 -7.89
Cl -2.31 -0.68 5.83
C -1.90 5.74 -5.29
C -1.26 2.56 1.64
Cl 2.93 6.11 0.18
O 7.32 -1.70 -1.29
Cl 2.26 2.93 -3.63
C -10.97 -8.43 4.60
C 1.73 -0.04 0.85
H -0.81 1.88 0.93
O 1.26 0.05 -0.26
Cl 0.40 10.04 -0.21
Cl -4.21 -2.66 6.76
C 7.57 -3.49 2.38
Cl 1.06 -5.40 0.18
O 6.81 -4.02 -0.03
Cl -0.65 -4.46 2.33
I 8.78 -0.41 3.71
C 0.85 2.14 -2.93
Cl 0.20 3.17 -1.65
C 7.59 -1.51 0.09
C -14.23 -6.24 6.73
Cl -3.61 5.52 -4.93
H 1.16 1.20 -2.48
Cl -5.24 -0.39 2.30
Cl -2.67 -1.66 1.80
Cl -12.06 -9.28 5.70
H -7.89 -6.15 4.46
H 3.50 1.12 0.72
Cl 2.76 1.50 -8.24
C 0.35 9.31 1.39
H 8.59 -1.07 0.08
H -2.60 3.88 4.66
H -1.67 6.79 -5.24
C 6.42 -0.64 0.57
Cl 3.13 6.17 -2.72
H 4.84 6.46 -1.14
H 6.12 0.87 2.16
Cl -11.85 -7.20 3.68
C 3.17 0.19 1.15
O 0.97 -0.44 1.88
C -3.05 4.55 5.37
Cl -7.41 -5.86 6.74
H -3.63 -2.13 4.56
H 8.53 -3.57 2.86
Cl -5.63 -6.75 4.62
C 8.23 0.68 1.93
Cl -3.84 5.85 4.47
H 0.15 6.44 -9.77
H -1.18 -4.75 0.06
Cl -0.03 -2.71 0.10
Cl -4.23 3.65 6.33
Cl -2.14 -1.40 -2.49
Cl -15.81 -6.38 5.97
C -3.08 -2.23 5.48
C 3.89 -1.04 0.59
H -3.04 0.31 -3.81
Cl -1.56 5.18 -6.94
H 5.34 -2.38 1.31
H 7.05 -4.43 2.53
Cl -14.17 -7.14 8.24
H 6.78 1.49 0.68
Cl -2.06 3.84 0.75
H 0.43 -1.20 1.57
Cl 1.91 4.28 -8.37
Cl -1.94 7.26 -10.40
Cl -5.05 -3.28 2.07
C -0.25 6.86 -10.68
Cl -6.79 -4.09 4.52
C -7.05 -5.76 5.01
O 9.08 1.32 1.40
Cl -4.86 -1.12 -3.46
C 6.91 -0.45 -1.67
Cl 0.02 3.21 2.67
C -0.32 -4.39 0.60
C 4.98 -3.12 -6.73
C 3.98 5.81 -1.21
C -3.16 -0.76 -3.78
Cl 1.96 9.28 2.12
Cl 4.49 -1.47 -7.16
Cl -13.81 -4.55 6.99
Cl -2.44 1.66 2.59
Cl 6.02 -3.81 -7.97
Cl -0.33 7.68 1.31
H -13.50 -6.67 6.05
H 5.53 -3.08 -5.82
Cl 4.54 4.13 -1.19
Cl -9.64 -7.69 5.49
C 6.82 0.66 1.36
Cl -0.38 1.81 -4.17
O 7.22 0.16 -2.62
Cl -2.67 -1.42 -5.34
H 7.01 -2.68 2.82
Cl 3.56 -4.13 -6.46
H 3.27 -1.89 0.86
*
```

**Molecular weight**: 2330.2 u
**HOMO level**: -10.66 eV
**Total energy**: -24395.02189 hartree
**Gap between HOMO and LUMO**: 10.3 eV



[2]
Computed, not measured: a molecular structure, C26H29ClMnNO2P2S2 at a distorted geometry, with ωB97M-V/def2-TZVPD.

Structure (ORCA input):
```
! RIJCOSX wB97M-V def2-TZVPD def2/J DEFGRID3
* xyz -1 6
C 1.43 3.51 1.85
H -1.60 1.54 0.85
C -1.47 2.13 1.73
H 3.57 -0.81 -0.68
C -1.58 1.17 -1.83
H -0.96 2.25 4.79
C -3.55 2.22 -2.74
S 2.20 -1.01 -3.10
Cl 0.31 -3.94 2.56
H -1.24 3.09 1.31
H 0.75 1.86 4.96
C -3.81 0.19 -1.30
C -1.43 -3.95 -0.80
P 2.31 -0.62 1.43
H -2.32 -4.65 -4.56
H -4.08 2.98 -3.36
H -2.97 -5.39 -0.35
H 4.51 -0.65 0.94
H -2.30 2.36 2.38
C 3.70 -1.13 0.37
C -2.19 2.19 -2.63
H 3.88 -2.26 0.37
C 2.40 1.23 1.38
C -1.04 -3.61 -3.22
C 2.98 -1.05 3.12
C 0.79 -1.93 -2.85
H 2.50 -0.42 3.85
O 0.31 0.75 -0.48
H -1.67 -2.51 2.26
C -2.38 0.12 -1.13
C -2.06 -4.52 -3.54
C -0.74 -3.31 -1.87
N 0.24 -2.35 -1.68
Mn 0.06 -1.37 0.22
H 2.74 -2.07 3.26
H 0.31 3.39 4.13
C 3.66 3.28 0.89
C -2.64 -5.21 -2.48
C 0.74 2.22 -2.36
C 1.37 2.08 1.89
H 0.58 4.06 2.21
C -0.15 1.32 -1.47
P -0.07 1.32 2.69
H 4.29 1.26 0.29
H -0.34 -1.67 3.05
C -2.40 -4.88 -1.13
C 0.01 2.33 4.27
H 0.56 1.99 -3.37
C -4.31 1.20 -2.07
H 2.80 5.16 1.36
H 1.76 1.92 -2.12
S -0.15 -2.60 -4.28
H -5.40 1.24 -2.18
C 2.60 4.09 1.42
H -3.47 -5.90 -2.66
H -4.49 -0.53 -0.79
C 3.50 1.84 0.78
H -1.55 2.94 -3.09
H 4.50 3.77 0.35
H 0.55 3.22 -2.02
C -0.64 -2.25 2.17
O -1.89 -0.79 -0.33
H 4.10 -1.09 3.13
H -1.12 -3.76 0.21
*
```

**ΔE to the lowest compared entry with this formula, charge and spin**: 110.9 kJ/mol
**Molecular weight**: 604.0 u
**HOMO level (spin up / spin down)**: -4.20 / -4.48 eV
**Total energy**: -4303.75458 hartree
**Gap between HOMO and LUMO (spin up / spin down)**: 6.8 / 7.1 eV



[3]
Computed, not measured: a molecular structure, C26H29ClN2NiO6Te, with ωB97M-V/def2-TZVPD.

Structure (ORCA input):
```
! RIJCOSX wB97M-V def2-TZVPD def2/J DEFGRID3
* xyz -2 3
C 0.54 -2.97 1.09
C 1.22 -0.53 5.66
C -1.03 -0.05 7.20
C 0.54 2.50 -2.26
C -0.95 0.42 5.89
H 1.99 -1.56 7.38
C 1.71 -2.55 1.97
C 0.17 0.20 5.10
Cl 2.26 -0.98 -1.23
H -0.28 3.15 -1.94
Ni 0.14 -0.38 -0.36
H 2.19 -1.65 1.59
N 0.06 1.12 -2.25
C -3.39 -0.29 -1.52
C 0.03 -0.76 7.74
H 2.22 3.62 -1.51
C 3.18 1.67 3.29
H 4.96 4.30 4.47
H 3.32 0.71 2.80
H -1.92 0.14 7.79
H 2.11 -0.73 5.07
H -1.78 0.99 5.49
O -2.47 3.12 0.61
O 1.52 3.66 0.84
H -1.33 -2.24 0.34
Te 0.26 0.87 3.06
H 0.77 0.48 -2.59
C 1.31 2.65 0.15
H -6.76 -0.11 -1.05
C 4.28 2.45 3.62
O -1.21 -1.18 -1.87
O -4.45 3.19 1.46
C 1.16 -1.00 6.97
H -0.92 -4.58 1.03
H 2.43 1.85 -1.48
H -0.77 0.98 -2.81
O 0.75 1.58 0.57
H 2.47 -3.34 2.04
H 0.60 -5.03 1.84
H 2.67 5.12 4.93
H -0.84 -1.52 1.86
H -0.02 -1.14 8.76
C -3.99 1.49 -0.05
H -1.97 1.07 -0.60
C -5.34 1.20 -0.13
H -5.01 -1.39 -2.30
C -3.00 0.77 -0.70
O -2.86 -1.76 -3.28
H 1.36 -2.34 2.99
N -3.59 2.68 0.76
C 1.73 2.66 -1.31
H 0.84 2.83 -3.27
C -5.71 0.15 -0.95
H 5.28 2.09 3.40
C -0.46 -1.84 0.87
H 0.72 3.73 4.33
C 1.89 2.11 3.57
C -4.75 -0.57 -1.64
H -6.05 1.80 0.42
H -0.57 -3.98 2.65
C 4.11 3.68 4.23
C 2.82 4.14 4.49
H 0.95 -3.25 0.11
C -2.38 -1.16 -2.30
C 1.72 3.36 4.15
C -0.12 -4.22 1.68
*
```

**ΔE to the lowest compared entry with this formula, charge and spin**: 55.3 kJ/mol
**Molecular weight**: 687.3 u
**HOMO level (spin up / spin down)**: -1.82 / -2.36 eV
**Total energy**: -3805.65207 hartree
**Gap between HOMO and LUMO (spin up / spin down)**: 6.1 / 6.6 eV